Run P
Formula: C57H54BaF2N5OPS
Source: OMol25
Level of theory: the ωB97M-V functional and the def2-TZVPD basis

```
122
Properties=species:S:1:pos:R:3
Ba -0.097 0.125 -0.293
C -3.327 -0.803 1.651
C -3.308 0.721 1.550
C -3.613 1.239 0.172
C -4.488 2.303 -0.015
C -4.730 2.758 -1.300
C -4.106 2.129 -2.366
C -3.249 1.075 -2.095
N -2.994 0.642 -0.857
N -1.991 -1.426 1.570
C -1.338 -1.263 2.881
C 0.088 -1.746 2.945
C 0.451 -2.798 3.774
C 1.776 -3.204 3.809
C 2.697 -2.545 3.014
C 2.249 -1.500 2.220
N 0.982 -1.100 2.190
C -2.164 -2.836 1.240
C -0.939 -3.572 0.759
C -0.820 -4.935 1.017
C 0.239 -5.635 0.473
C 1.154 -4.953 -0.312
C 0.966 -3.596 -0.506
N -0.056 -2.913 0.014
H -3.933 -1.211 0.841
H -3.808 -1.097 2.595
H -2.324 1.095 1.848
H -4.008 1.157 2.264
H -4.952 2.768 0.845
H -5.402 3.591 -1.468
H -4.271 2.445 -3.386
H -2.726 0.555 -2.889
H -1.928 -1.781 3.653
H -1.341 -0.197 3.118
H -0.299 -3.293 4.377
H 2.081 -4.025 4.445
H 3.740 -2.829 3.005
H 2.935 -0.961 1.574
H -2.888 -2.892 0.422
H -2.600 -3.388 2.088
H -1.556 -5.432 1.637
H 0.347 -6.696 0.656
H 1.996 -5.457 -0.766
H 1.654 -3.016 -1.106
F -0.963 -3.778 -4.984
C -0.740 -2.473 -4.691
C -0.638 -2.068 -3.376
C -0.437 -0.727 -3.027
C -0.342 0.200 -4.096
C -0.393 -0.269 -5.409
F -0.195 0.567 -6.473
C -0.595 -1.592 -5.742
C -0.249 1.655 -3.787
C -0.612 2.641 -4.711
C -0.500 3.978 -4.380
C -0.030 4.324 -3.127
C 0.270 3.295 -2.252
N 0.160 1.998 -2.549
H -0.733 -2.840 -2.616
H -0.631 -1.911 -6.774
H -0.985 2.360 -5.682
H -0.783 4.738 -5.099
H 0.078 5.351 -2.811
H 0.606 3.539 -1.251
C -4.204 2.657 4.857
C -4.058 3.663 3.914
C -2.858 3.811 3.217
C -1.765 2.961 3.417
C -1.937 1.989 4.413
C -3.120 1.824 5.117
P -0.107 2.557 2.233
C -0.325 4.140 1.316
C 0.583 5.195 1.371
C 0.376 6.356 0.636
C -0.745 6.482 -0.175
C -1.648 5.432 -0.256
C -1.433 4.275 0.480
C 0.938 2.831 3.732
C 1.843 1.856 4.152
C 2.603 2.029 5.300
C 2.487 3.196 6.043
C 1.596 4.178 5.633
C 0.822 3.990 4.495
H -5.135 2.538 5.398
H -4.879 4.347 3.725
H -2.787 4.625 2.505
H -1.102 1.329 4.645
H -3.201 1.054 5.878
H 1.462 5.110 1.998
H 1.089 7.169 0.701
H -0.909 7.390 -0.742
H -2.516 5.507 -0.901
H -2.148 3.462 0.410
H 1.943 0.942 3.579
H 3.285 1.249 5.617
H 3.082 3.337 6.936
H 1.493 5.090 6.208
H 0.100 4.743 4.204
C 3.467 4.945 -4.148
C 3.398 3.507 -3.713
C 3.072 2.501 -4.615
C 2.982 1.179 -4.204
C 3.238 0.866 -2.882
C 3.566 1.852 -1.959
C 3.648 3.164 -2.381
S 2.977 -0.803 -2.326
C 4.676 -1.213 -1.925
O 2.306 -0.707 -0.980
H 2.948 5.095 -5.093
H 4.505 5.260 -4.276
H 3.013 5.596 -3.400
H 2.848 2.755 -5.644
H 2.675 0.404 -4.897
H 3.700 1.601 -0.913
H 3.874 3.943 -1.662
H 5.062 -0.481 -1.216
H 5.266 -1.217 -2.840
H 4.664 -2.207 -1.479
C 1.687 2.282 1.190
H 2.081 1.280 1.403
H 2.469 2.999 1.458
H 1.562 2.366 0.100
```

The value obtained for the HOMO energy is -5.84 eV.

***

Run Q
Formula: C57H54BaF2N5OPS
Source: OMol25
Level of theory: the ωB97M-V functional and the def2-TZVPD basis

```
122
Properties=species:S:1:pos:R:3
Ba -0.134 0.937 -0.135
C 0.642 -2.275 3.225
C 0.004 -1.046 3.894
C -1.494 -1.072 3.799
C -2.292 -1.166 4.936
C -3.668 -1.238 4.795
C -4.207 -1.230 3.517
C -3.336 -1.135 2.443
N -2.015 -1.044 2.568
N 1.119 -2.008 1.873
C 2.545 -1.704 1.844
C 2.871 -0.460 2.622
C 3.814 -0.468 3.640
C 4.090 0.718 4.303
C 3.410 1.863 3.925
C 2.486 1.774 2.892
N 2.222 0.642 2.248
C 0.821 -3.103 0.966
C -0.621 -3.081 0.553
C -1.548 -3.970 1.075
C -2.853 -3.935 0.608
C -3.183 -3.017 -0.371
C -2.188 -2.171 -0.838
N -0.935 -2.195 -0.394
H -0.096 -3.080 3.188
H 1.470 -2.641 3.850
H 0.378 -0.142 3.412
H 0.299 -1.012 4.945
H -1.834 -1.186 5.917
H -4.307 -1.307 5.666
H -5.274 -1.289 3.349
H -3.716 -1.133 1.424
H 2.839 -1.539 0.805
H 3.147 -2.543 2.234
H 4.318 -1.388 3.906
H 4.819 0.744 5.103
H 3.586 2.810 4.418
H 1.927 2.638 2.557
H 1.091 -4.091 1.378
H 1.407 -2.945 0.061
H -1.247 -4.687 1.829
H -3.596 -4.618 1.001
H -4.186 -2.956 -0.770
H -2.399 -1.445 -1.617
F -2.029 5.211 3.361
C -1.108 4.908 2.408
C -0.719 3.599 2.217
C 0.219 3.233 1.242
C 0.824 4.292 0.515
C 0.346 5.591 0.695
F 0.800 6.632 -0.058
C -0.619 5.932 1.625
C 2.040 3.973 -0.303
C 2.847 4.930 -0.930
C 4.042 4.545 -1.512
C 4.430 3.217 -1.469
C 3.560 2.327 -0.865
N 2.405 2.679 -0.315
H -1.173 2.845 2.856
H -0.949 6.954 1.734
H 2.556 5.966 -0.953
H 4.671 5.289 -1.987
H 5.364 2.877 -1.895
H 3.798 1.267 -0.823
C -1.037 -4.250 -3.943
C -0.089 -4.802 -3.096
C 0.970 -4.032 -2.634
C 1.110 -2.700 -3.019
C 0.149 -2.156 -3.874
C -0.909 -2.924 -4.334
P 2.301 -1.525 -2.253
C 3.887 -2.445 -2.020
C 5.085 -1.956 -2.545
C 6.300 -2.557 -2.244
C 6.350 -3.660 -1.406
C 5.174 -4.142 -0.852
C 3.964 -3.531 -1.142
C 2.697 -0.490 -3.710
C 2.482 0.880 -3.643
C 2.758 1.693 -4.737
C 3.251 1.137 -5.903
C 3.454 -0.239 -5.988
C 3.171 -1.047 -4.903
H -1.870 -4.846 -4.293
H -0.173 -5.836 -2.785
H 1.696 -4.497 -1.983
H 0.216 -1.117 -4.173
H -1.639 -2.479 -4.999
H 5.077 -1.096 -3.199
H 7.211 -2.156 -2.670
H 7.297 -4.132 -1.179
H 5.199 -4.991 -0.180
H 3.074 -3.907 -0.655
H 2.055 1.316 -2.749
H 2.569 2.757 -4.671
H 3.465 1.767 -6.757
H 3.831 -0.677 -6.904
H 3.314 -2.119 -4.976
C -8.961 1.294 1.355
C -7.481 1.503 1.184
C -6.792 0.896 0.136
C -5.423 1.062 -0.012
C -4.741 1.853 0.898
C -5.399 2.458 1.957
C -6.767 2.286 2.088
S -2.974 2.055 0.741
C -2.993 3.441 -0.397
O -2.506 0.879 -0.080
H -9.422 0.969 0.423
H -9.453 2.209 1.682
H -9.157 0.528 2.108
H -7.334 0.283 -0.574
H -4.878 0.581 -0.815
H -4.847 3.061 2.670
H -7.287 2.760 2.912
H -3.464 3.105 -1.320
H -1.959 3.738 -0.578
H -3.546 4.255 0.069
C -0.553 1.761 -2.759
H -0.058 2.721 -2.989
H -1.632 1.926 -2.917
H -0.240 1.064 -3.549
```

The value obtained for the HOMO energy is -5.78 eV.

***

Stability ranking, top and bottom: run P is the most stable and run Q is the least stable.

***

Run P
Formula: C4H8FN
Source: OMol25
Level of theory: the ωB97M-V functional and the def2-TZVPD basis

```
14
Properties=species:S:1:pos:R:3
C 1.880 0.099 0.682
C 0.921 -0.858 0.506
C 0.240 -0.879 -0.801
C -1.423 0.112 -0.356
N -1.228 1.335 0.300
F -1.817 -0.888 0.545
H 2.374 0.465 1.585
H 2.061 0.723 -0.194
H 0.308 -1.480 1.176
H -0.110 -1.932 -1.124
H 0.871 -0.360 -1.565
H -2.045 0.059 -1.238
H -1.708 2.106 -0.047
H -0.323 1.498 0.530
```

The value obtained for the HOMO energy is -8.75 eV.

***

Run Q
Formula: C4H8FN
Source: OMol25
Level of theory: the ωB97M-V functional and the def2-TZVPD basis

```
14
Properties=species:S:1:pos:R:3
F -2.578 -0.408 -0.256
C -1.419 0.282 0.257
C -0.308 0.034 -0.550
C 0.920 0.886 -0.199
N 1.637 -0.441 -0.063
C 0.488 -1.162 -0.134
H -1.390 0.013 1.369
H -1.542 1.580 0.417
H -0.592 0.319 -1.617
H 0.746 1.459 0.664
H 1.419 1.585 -0.958
H 1.939 -0.636 0.897
H 0.641 -2.143 -0.679
H 0.037 -1.369 0.853
```

The value obtained for the HOMO energy is -9.31 eV. The structure (SMILES) is FCC1CNC1.

***

Stability ranking, top and bottom: run P is the most stable and run Q is the least stable.

***

Run P
Formula: C33H41GeN7O2Ru
Source: OMol25
Level of theory: the ωB97M-V functional and the def2-TZVPD basis

```
85
Properties=species:S:1:pos:R:3
Ru 0.101 0.909 -0.339
C -4.229 1.978 -0.157
O -3.379 3.147 -0.257
C -2.132 2.692 -0.342
N -1.949 1.393 -0.375
C -3.292 0.786 -0.459
C -3.563 0.179 -1.818
C -3.051 0.758 -2.974
C -3.327 0.202 -4.215
C -4.115 -0.937 -4.310
C -4.632 -1.515 -3.159
C -4.355 -0.957 -1.918
C -1.013 3.575 -0.480
C -1.000 4.966 -0.561
C 0.194 5.617 -0.783
C 1.383 4.871 -0.903
C 1.308 3.508 -0.814
N 0.132 2.857 -0.641
C 2.414 2.554 -0.879
N 2.197 1.292 -0.746
C 3.504 0.608 -0.884
C 4.495 1.793 -0.988
O 3.652 2.975 -1.090
C 3.850 -0.330 0.247
C 4.361 -1.591 -0.040
C 4.738 -2.449 0.986
C 4.606 -2.050 2.308
C 4.111 -0.785 2.600
C 3.736 0.070 1.575
H -5.025 2.080 -0.889
H -4.649 1.950 0.848
H -3.404 0.023 0.310
H -2.427 1.642 -2.908
H -2.926 0.659 -5.111
H -4.327 -1.372 -5.277
H -5.244 -2.405 -3.225
H -4.748 -1.421 -1.019
H -1.926 5.512 -0.444
H 0.223 6.694 -0.855
H 2.340 5.349 -1.058
H 3.484 0.041 -1.817
H 5.134 1.755 -1.866
H 5.104 1.897 -0.092
H 4.460 -1.910 -1.072
H 5.139 -3.426 0.750
H 4.898 -2.716 3.108
H 4.031 -0.461 3.630
H 3.375 1.063 1.808
C -1.233 -1.806 -1.115
N -1.234 -3.246 -1.272
C -0.134 -3.630 -2.158
N 1.160 -3.198 -1.623
C 1.144 -1.758 -1.469
N 0.054 -1.292 -0.554
C 0.260 -1.985 0.757
N 0.268 -3.427 0.622
C -1.007 -3.857 0.041
C 1.345 -3.804 -0.298
H -2.026 -1.524 -0.423
H -1.411 -1.324 -2.077
H -0.288 -3.173 -3.138
H -0.129 -4.713 -2.273
H 0.998 -1.282 -2.442
H 2.089 -1.434 -1.041
H -0.556 -1.681 1.413
H 1.208 -1.641 1.177
H -1.821 -3.574 0.713
H -1.003 -4.942 -0.065
H 1.360 -4.889 -0.402
H 2.299 -3.473 0.117
C -0.273 2.238 4.257
Ge -0.549 0.671 3.132
C 0.202 -0.867 4.067
C -2.455 0.388 2.838
C 0.397 1.124 1.458
H -0.790 2.112 5.209
H -0.653 3.139 3.774
H 0.789 2.376 4.461
H -0.236 -0.876 5.067
H 1.282 -0.772 4.172
H -0.017 -1.820 3.589
H -2.955 0.373 3.807
H -2.652 -0.565 2.343
H -2.879 1.198 2.246
H 1.190 1.858 1.683
```

Its net charge is +1. As for the multiplicity: 2. The value obtained for the HOMO energy (spin up / spin down) is -8.56 / -10.68 eV.

***

Run Q
Formula: C33H41GeN7O2Ru
Source: OMol25
Level of theory: the ωB97M-V functional and the def2-TZVPD basis

```
85
Properties=species:S:1:pos:R:3
Ru 0.687 0.542 -0.328
C 3.669 1.037 3.006
O 3.434 2.256 2.286
C 2.506 1.989 1.371
N 2.091 0.751 1.283
C 2.949 -0.047 2.183
C 2.275 -1.075 3.072
C 1.070 -1.674 2.731
C 0.501 -2.631 3.560
C 1.148 -3.022 4.721
C 2.361 -2.442 5.059
C 2.918 -1.471 4.243
C 2.057 2.994 0.463
C 2.417 4.338 0.425
C 1.952 5.131 -0.609
C 1.121 4.584 -1.591
C 0.771 3.253 -1.484
N 1.232 2.476 -0.482
C -0.094 2.491 -2.349
N -0.302 1.229 -2.125
C -1.156 0.724 -3.208
C -1.497 2.016 -4.002
O -0.714 3.048 -3.379
C -0.490 -0.267 -4.138
C 0.886 -0.294 -4.323
C 1.435 -1.111 -5.303
C 0.617 -1.886 -6.110
C -0.758 -1.858 -5.931
C -1.307 -1.058 -4.941
H 3.238 1.146 4.002
H 4.742 0.880 3.088
H 3.669 -0.574 1.545
H 0.585 -1.387 1.810
H -0.447 -3.085 3.295
H 0.710 -3.781 5.356
H 2.879 -2.749 5.958
H 3.866 -1.023 4.518
H 3.051 4.738 1.205
H 2.231 6.173 -0.663
H 0.761 5.180 -2.418
H -2.055 0.276 -2.782
H -2.548 2.296 -3.951
H -1.199 1.939 -5.045
H 1.527 0.337 -3.719
H 2.508 -1.131 -5.445
H 1.047 -2.515 -6.878
H -1.406 -2.463 -6.553
H -2.383 -1.021 -4.806
C -2.520 1.163 0.131
N -3.728 1.464 0.876
C -3.541 2.739 1.574
N -2.396 2.688 2.486
C -1.204 2.373 1.720
N -1.327 1.078 1.009
C -1.601 0.036 2.032
N -2.802 0.323 2.795
C -3.937 0.413 1.875
C -2.629 1.617 3.459
H -2.353 1.953 -0.605
H -2.635 0.204 -0.380
H -4.442 2.968 2.144
H -3.378 3.530 0.838
H -0.345 2.319 2.394
H -1.033 3.163 0.984
H -0.752 -0.015 2.712
H -1.716 -0.919 1.518
H -4.844 0.630 2.440
H -4.059 -0.545 1.365
H -1.775 1.557 4.136
H -3.524 1.848 4.039
C 1.686 -4.283 0.165
Ge 0.297 -3.224 -0.763
C 0.094 -4.019 -2.558
C -1.440 -3.378 0.157
C 0.861 -1.367 -0.955
H 1.435 -5.339 0.063
H 1.748 -4.034 1.221
H 2.660 -4.113 -0.295
H -0.180 -5.069 -2.452
H 1.029 -3.958 -3.113
H -0.684 -3.508 -3.118
H -1.647 -4.429 0.359
H -2.246 -2.988 -0.466
H -1.439 -2.846 1.107
H 1.809 -1.292 -1.514
```

Its net charge is +1. As for the multiplicity: 2. The value obtained for the HOMO energy (spin up / spin down) is -10.20 / -9.38 eV.

***

Stability ranking, top and bottom: run P is the most stable and run Q is the least stable.

***

Run P
Formula: C2H4BrNO2
Source: OMol25
Level of theory: the ωB97M-V functional and the def2-TZVPD basis

```
10
Properties=species:S:1:pos:R:3
C 0.148 -1.571 0.151
C -0.381 -0.106 0.076
N -0.151 0.624 1.210
O -0.161 -2.370 -0.950
O 0.768 -1.970 1.110
Br -2.338 -0.018 -0.436
H 0.555 0.010 -1.330
H -0.866 -1.993 -1.456
H 0.099 1.665 1.057
H 0.271 0.119 1.955
```

The value obtained for the HOMO energy is -9.84 eV.

***

Run Q
Formula: C2H4BrNO2
Source: OMol25
Level of theory: the ωB97M-V functional and the def2-TZVPD basis

```
10
Properties=species:S:1:pos:R:3
O 2.280 -0.829 0.579
N 1.410 -0.264 0.011
O 1.512 0.418 -1.021
C 0.000 -0.518 0.411
C -0.943 0.733 -0.181
Br -2.826 0.088 -0.171
H -0.306 -1.440 -0.288
H 0.100 -0.750 1.476
H -0.439 0.906 -1.173
H -0.787 1.657 0.358
```

The value obtained for the HOMO energy is -10.66 eV. The structure (SMILES) is O=[N+]([O-])CCBr.

***

Stability ranking, top and bottom: run P is the most stable and run Q is the least stable.

***

Run P
Formula: C2H4I2N2O
Source: OMol25
Level of theory: the ωB97M-V functional and the def2-TZVPD basis

```
11
Properties=species:S:1:pos:R:3
C -1.269 -0.107 -1.046
N -0.176 0.076 -0.125
N 0.805 0.872 -0.544
C 1.798 1.491 -0.326
O 2.773 2.178 -0.336
H -1.691 -1.073 -0.809
H -2.014 0.631 -1.039
H -0.815 -0.172 -2.023
H 0.222 -0.821 0.013
I -0.555 -2.629 2.801
I 0.922 -0.447 3.434
```

The value obtained for the HOMO energy is -8.83 eV. The structure (SMILES) is CNN=C=O.II.

***

Run Q
Formula: C2H4I2N2O
Source: OMol25
Level of theory: the ωB97M-V functional and the def2-TZVPD basis

```
11
Properties=species:S:1:pos:R:3
C 0.520 1.335 0.957
N -0.887 0.728 0.761
N -0.765 -0.558 0.253
C -0.240 -1.593 0.466
O 0.288 -2.607 0.284
H 1.284 0.552 0.649
H 0.572 2.110 0.213
H 0.450 1.603 2.101
H -1.552 1.081 0.093
I -1.069 -1.693 -3.021
I 1.398 -0.957 -2.755
```

The value obtained for the HOMO energy is -8.80 eV. The structure (SMILES) is CNN=C=O.II.

***

Stability ranking, top and bottom: run P is the most stable and run Q is the least stable.